Record 1
The following is a quantum chemistry calculation of an isolated molecule of C5H5ClS at a distorted geometry, from OMol25.

XYZ file:
```
12
Properties=species:S:1:pos:R:3:forces:R:3
C -0.779149 0.622067 -0.348677 3.9 -3.2 -1.6
C -0.904539 1.387607 0.648836 -0.2 6.1 5.1
C 0.246467 -0.505059 -0.254861 -1.7 -3.1 1.6
C -0.377236 -1.613340 0.260077 0.2 -0.6 1.4
C 1.716551 -0.451038 -0.459449 1.0 1.2 0.7
H -1.456520 2.321826 0.325222 0.2 -1.0 1.1
H -0.356518 1.582497 1.741064 -1.4 -1.5 -3.3
H -1.582018 -1.657227 0.189103 3.2 -0.2 0.6
H 0.280729 -2.375732 0.963797 -2.0 1.5 -2.4
H 2.612140 -1.103846 0.032657 -2.9 1.0 -1.1
S 2.166986 0.850615 -1.324406 0.8 -0.3 -0.1
Cl -1.566892 0.941627 -1.773361 -1.0 0.0 -2.0
```
Positions in Å, forces in eV/Å.

Calculated values
Total charge: 0
Frontier orbital gap in eV: 7.9557
M in g mol⁻¹: 132.61
LUMO in eV: -0.8
ΔE to the lowest compared entry with this formula, charge and spin in kcal/mol: 78.6
Maximum force in eV Å⁻¹: 7.99
SMILES string: C=C(Cl)C(=C)C=S
HOMO level in eV: -8.79

---

Record 2
The following is a quantum chemistry calculation of an isolated molecule of C5H5F at a distorted geometry, from OMol25.

XYZ file:
```
11
Properties=species:S:1:pos:R:3:forces:R:3
C -0.057562 0.289577 0.596256 0.1 0.9 -0.9
C 0.921531 -0.838920 0.349890 0.7 0.9 -0.7
C 1.961949 -0.557977 -0.415860 2.3 -2.3 -0.1
C -1.388577 -0.083308 0.084200 -1.4 -0.4 -0.2
C -2.457962 -0.478151 -0.340855 2.1 0.8 0.7
H -0.058317 0.643325 1.647102 -0.2 -0.2 -0.6
H 0.828120 -1.867943 0.683028 -0.6 0.4 0.4
H 2.749859 -1.363575 -0.596286 -1.3 0.9 0.2
H 2.262535 0.368873 -0.847666 -0.4 0.6 0.0
H -3.357641 -0.804798 -0.787654 -0.3 -0.1 0.0
F 0.411019 1.448532 -0.193368 -0.9 -1.5 1.3
```
Positions in Å, forces in eV/Å.

Calculated values
Total charge: 0
Frontier orbital gap in eV: 11.2168
M in g mol⁻¹: 84.09
LUMO in eV: 1.0
ΔE to the lowest compared entry with this formula, charge and spin in kcal/mol: 45.9
Maximum force in eV Å⁻¹: 3.20
SMILES string: C#C[C@H](F)C=C
HOMO level in eV: -10.20

---

Record 3
The following is a quantum chemistry calculation of an isolated molecule of C5H5F2N at a distorted geometry, from OMol25.

XYZ file:
```
13
Properties=species:S:1:pos:R:3:forces:R:3
C -1.409808 -0.242808 -0.445969 -0.1 -0.8 -0.5
C -0.869214 0.875573 -0.026382 -1.1 -0.1 0.3
C -0.571992 -1.425611 -0.679224 1.3 1.5 1.3
C 0.507038 1.058523 0.290778 2.8 -2.3 -0.9
C 1.243325 -0.471755 0.491115 -3.2 1.8 1.3
N 0.638576 -1.514489 -0.279244 0.3 0.0 -0.1
F 0.987344 1.993691 -0.623004 0.5 -0.4 -0.4
F 2.560428 -0.497918 0.383149 1.5 0.2 -0.8
H -2.437765 -0.204968 -0.749927 -0.4 -0.4 -0.1
H -1.460973 1.741651 0.069993 -0.7 1.0 -0.1
H -0.924428 -2.220775 -1.255499 -0.7 -1.2 -0.9
H 0.673187 1.503572 1.204383 0.2 0.9 2.2
H 1.064282 -0.594692 1.619827 -0.4 -0.2 -1.5
```
Positions in Å, forces in eV/Å.

Calculated values
Total charge: 0
Frontier orbital gap in eV: 9.8169
M in g mol⁻¹: 117.10
LUMO in eV: -0.1
ΔE to the lowest compared entry with this formula, charge and spin in kcal/mol: 45.2
Maximum force in eV Å⁻¹: 3.86
SMILES string: F[C@@H]1N=CC=C[C@@H]1F
HOMO level in eV: -9.91

---

Record 4
The following is a quantum chemistry calculation of an isolated molecule of C5H5F2N3O at a distorted geometry, from OMol25.

XYZ file:
```
16
Properties=species:S:1:pos:R:3:forces:R:3
C -1.817180 -1.001151 0.397324 0.0 0.5 -0.1
C -2.358440 0.983556 -0.409833 0.4 -0.1 0.1
C -1.317698 0.306476 0.200577 -0.9 -0.2 -0.4
C 0.982415 0.255685 0.259923 -0.5 -0.7 -0.4
C 3.710449 -0.052152 0.166519 -3.4 0.8 0.6
N -3.050023 -1.101240 -0.054657 -0.5 -0.8 -0.1
N -3.357936 0.089774 -0.550425 0.0 0.2 0.0
N -0.126788 0.863560 0.610828 5.4 -0.3 -0.1
O 2.356418 0.538452 0.590900 -0.5 0.5 0.3
F 4.085593 0.510426 -0.969568 0.0 0.1 -0.1
F 3.622885 -1.362555 -0.015747 -0.1 -0.1 0.0
H -1.337319 -1.830955 0.873870 0.1 -0.2 0.1
H -2.430156 1.990309 -0.764709 0.0 0.2 0.0
H 0.935814 -0.645779 -0.369339 0.0 0.2 0.1
H 4.365954 0.212731 1.000571 -0.2 0.0 -0.2
H -4.263988 0.242858 -0.966232 0.2 -0.1 0.1
```
Positions in Å, forces in eV/Å.

Calculated values
Total charge: 0
Frontier orbital gap in eV: 9.5139
M in g mol⁻¹: 161.11
LUMO in eV: 0.9
ΔE to the lowest compared entry with this formula, charge and spin in kcal/mol: 24.6
Maximum force in eV Å⁻¹: 5.38
SMILES string: FC(F)O/C=N/c1cn[nH]c1
HOMO level in eV: -8.62